The following is a quantum chemistry calculation of a gas-phase ion, C12H20N3 (charge +1) at a distorted geometry, from the Open Molecules 2025 dataset.

Structure (XYZ):
```
35
Properties=species:S:1:pos:R:3:forces:R:3
C 0.421645 -1.052476 -2.498800 -0.19 -5.56 -0.56
C 0.211819 -0.116375 -1.503215 0.16 4.89 5.92
C 0.564686 1.132453 -2.062814 -2.37 -1.78 4.32
C 0.557061 2.275261 -1.131500 -0.56 2.00 1.02
C 0.081653 1.723163 0.280290 -0.18 -2.30 -1.73
C -1.524691 0.248950 0.428980 -1.35 -2.96 0.89
C -0.048162 0.015444 0.205084 1.16 2.43 -3.31
C -2.503882 -0.436665 -0.542028 -1.68 1.43 -0.34
C 2.196399 -0.779718 0.963869 0.80 -1.89 0.56
C 0.129652 -2.190769 1.421585 -1.82 0.69 -0.74
C 0.521599 -0.154199 2.634516 -0.59 3.57 -0.60
C 0.694031 -0.782409 1.271572 0.38 0.22 0.04
N 0.931497 1.035028 -3.314596 0.88 1.52 -1.33
N 0.771055 -0.304650 -3.559906 -0.81 -0.23 -0.70
N -1.463831 1.688259 0.239679 0.23 1.82 1.75
H 0.228915 -2.166108 -2.518055 0.28 1.78 -0.17
H 1.565922 2.681646 -1.132343 0.10 0.34 0.48
H -0.134952 3.186453 -1.411306 1.17 -1.60 0.30
H 0.401961 2.107672 1.257251 0.20 0.21 -0.80
H -1.685938 0.055320 1.570712 -0.42 0.25 -2.30
H -2.349035 -0.195024 -1.596187 0.65 0.74 0.04
H -3.601043 -0.199488 -0.444006 1.07 0.02 0.61
H -2.477783 -1.480637 -0.642136 0.45 -1.67 0.86
H 2.709501 0.170183 0.862089 -0.35 0.39 0.09
H 2.217646 -1.281833 0.019021 0.69 -0.30 -0.89
H 2.857001 -1.434097 1.662293 -1.45 1.12 -0.87
H -0.817696 -2.095149 1.967757 0.00 0.01 0.09
H -0.221272 -2.680799 0.488680 1.12 -0.13 0.43
H 0.770433 -2.694632 2.104348 0.58 -1.14 -0.04
H 0.923404 -0.783293 3.355952 0.57 -1.14 1.47
H -0.503861 0.188756 2.941297 0.73 -0.78 -0.19
H 1.114922 0.800583 2.658992 -0.28 -0.85 0.23
H 1.072353 -0.617307 -4.392443 1.25 -1.32 -3.21
H -1.891360 2.111788 1.123847 0.25 0.26 -2.28
H -1.719648 2.024668 -0.708480 -0.65 -0.03 0.98
```
Positions in Å, forces in eV/Å.

The HOMO-LUMO gap (spin up / spin down) comes out at 4.98 / 6.81 eV. As for the net charge: +1. As for the expectation value of S²: 2.0253. As for the multiplicity: 3.

Atom charges from the Löwdin analysis, given in e for atoms 1 to 8:
1 C -0.07
2 C -0.02
3 C -0.31
4 C -0.07
5 C -0.05
6 C -0.30
7 C -0.14
8 C -0.01